ORCA calculation (ωB97M-V with the def2-TZVPD basis set) on 8 unconnected molecules or ions with the total composition C51H127F2N5O9P2S2 at a distorted geometry.

Last columns: bonded neighbours and bond lengths (Å).
Element x y z (Å)
1 C -1.11364 2.07922 0.95190  C2 1.583, H5 1.090, H6 1.090, H7 1.090
2 C 0.10073 1.14938 0.54400  C1 1.583, C3 1.585, O4 1.397, H8 1.090
3 C 0.53316 1.45929 -0.94861  C2 1.585, H9 1.090, H10 1.090, H11 1.090
4 O 1.18072 1.08027 1.42717  C2 1.397
5 H -1.30740 2.06316 2.02442  C1 1.090
6 H -2.01657 1.92947 0.35996  C1 1.090
7 H -0.79795 3.11473 0.82476  C1 1.090
8 H -0.36511 0.16396 0.53654  C2 1.090
9 H 1.30614 0.74874 -1.24140  C3 1.090
10 H 0.95909 2.46065 -0.88579  C3 1.090
11 H -0.31679 1.33739 -1.62006  C3 1.090
12 C -8.06962 2.32737 3.04653  C13 1.555, H21 1.090, H22 1.090, H23 1.090
13 C -6.56811 2.46726 3.42683  C12 1.555, C14 1.543, N17 1.540, H24 1.090
14 C -5.83817 3.77177 3.04562  C13 1.543, O15 1.408, H25 1.090, H26 1.090
15 O -4.43432 3.66987 3.07719  C14 1.408, C16 1.361
16 C -3.76791 4.56302 2.29534  O15 1.361, H27 1.090, H28 1.090, H29 1.090
17 N -6.39866 2.17958 4.93017  C13 1.540, H18 1.010, H19 1.010, H20 1.010
18 H -6.85409 1.35772 5.30061  N17 1.010
19 H -6.76194 2.99773 5.39789  N17 1.010
20 H -5.44329 2.12174 5.25271  N17 1.010
21 H -8.03982 2.49018 1.96917  C12 1.090
22 H -8.76376 3.04975 3.47601  C12 1.090
23 H -8.58036 1.37667 3.19958  C12 1.090
24 H -6.02598 1.64039 2.96806  C13 1.090
25 H -6.29792 4.64048 3.51688  C14 1.090
26 H -6.09685 3.88061 1.99237  C14 1.090
27 H -4.07057 4.37730 1.26481  C16 1.090
28 H -2.71056 4.29859 2.30887  C16 1.090
29 H -3.84541 5.59524 2.63683  C16 1.090
30 C 1.67649 0.35959 -8.48381  C31 1.528, H39 1.090, H40 1.090, H41 1.090
31 C 2.57652 1.16743 -7.55034  C30 1.528, C32 1.508, N35 1.575, H42 1.090
32 C 2.29382 1.08416 -6.07146  C31 1.508, O33 1.395, H43 1.090, H44 1.090
33 O 2.98838 1.98623 -5.26519  C32 1.395, C34 1.399
34 C 2.91186 1.83488 -3.87613  O33 1.399, H45 1.090, H46 1.090, H47 1.090
35 N 4.04615 0.67649 -7.83496  C31 1.575, H36 1.010, H37 1.010, H38 1.010
36 H 4.14139 -0.30887 -7.63472  N35 1.010
37 H 4.20479 0.76134 -8.82881  N35 1.010
38 H 4.80121 1.14918 -7.35898  N35 1.010
39 H 0.65337 0.70175 -8.32810  C30 1.090
40 H 1.72507 -0.70090 -8.23661  C30 1.090
41 H 1.75829 0.47610 -9.56447  C30 1.090
42 H 2.66347 2.21364 -7.84356  C31 1.090
43 H 2.48263 0.03889 -5.82676  C32 1.090
44 H 1.21453 1.21261 -5.98940  C32 1.090
45 H 3.65271 2.51208 -3.45111  C34 1.090
46 H 3.17098 0.79435 -3.68054  C34 1.090
47 H 1.92791 2.12808 -3.51010  C34 1.090
48 C 2.46755 4.70519 -0.18482  C49 1.537, H57 1.090, H58 1.090, H59 1.090
49 C 3.58238 3.67225 -0.41701  C48 1.537, C50 1.512, N53 1.548, H60 1.090
50 C 4.90483 4.35042 -0.69569  C49 1.512, O51 1.411, H61 1.090, H62 1.090
51 O 4.71335 5.34109 -1.68157  C50 1.411, C52 1.450
52 C 5.85688 6.13006 -2.09639  O51 1.450, H63 1.090, H64 1.090, H65 1.090
53 N 3.59449 2.62042 0.71922  C49 1.548, H54 1.010, H55 1.010, H56 1.010
54 H 3.92303 3.09727 1.54673  N53 1.010
55 H 2.77526 2.05973 0.90524  N53 1.010
56 H 4.24095 1.86455 0.54358  N53 1.010
57 H 2.09082 4.94765 -1.17850  C48 1.090
58 H 2.76686 5.63208 0.30444  C48 1.090
59 H 1.66161 4.39713 0.48125  C48 1.090
60 H 3.22271 3.08485 -1.26182  C49 1.090
61 H 5.57843 3.61175 -1.13013  C50 1.090
62 H 5.35598 4.77556 0.20087  C50 1.090
63 H 6.70266 5.64530 -1.60877  C52 1.090
64 H 5.72046 7.03354 -1.50207  C52 1.090
65 H 5.91914 6.42349 -3.14430  C52 1.090
66 C 3.52455 -1.47599 1.57763  C67 1.512, H75 1.090, H76 1.090, H77 1.090
67 C 2.38495 -2.08990 0.79598  C66 1.512, C68 1.523, N71 1.520, H78 1.090
68 C 2.68723 -3.44630 0.17321  C67 1.523, O69 1.454, H79 1.090, H80 1.090
69 O 1.49269 -3.79456 -0.57834  C68 1.454, C70 1.368
70 C 1.45818 -5.09654 -0.99599  O69 1.368, H81 1.090, H82 1.090, H83 1.090
71 N 1.13344 -2.11517 1.65745  C67 1.520, H72 1.010, H73 1.010, H74 1.010
72 H 1.36808 -2.64374 2.48550  N71 1.010
73 H 0.85222 -1.16817 1.86771  N71 1.010
74 H 0.41531 -2.63355 1.17200  N71 1.010
75 H 3.73759 -1.99452 2.51242  C66 1.090
76 H 3.22578 -0.47661 1.89398  C66 1.090
77 H 4.41166 -1.36639 0.95383  C66 1.090
78 H 2.04795 -1.41332 0.01062  C67 1.090
79 H 2.93951 -4.17334 0.94514  C68 1.090
80 H 3.55052 -3.33674 -0.48318  C68 1.090
81 H 0.59305 -5.35469 -1.60673  C70 1.090
82 H 1.43709 -5.72128 -0.10304  C70 1.090
83 H 2.32145 -5.41391 -1.58092  C70 1.090
84 C -6.29865 -2.72815 -6.31103  C85 1.475, H101 1.090, H102 1.090, H103 1.090
85 C -4.95805 -2.18679 -6.01987  C84 1.475, C86 1.496, H104 1.090, H105 1.090
86 C -3.76824 -2.76735 -6.71581  C85 1.496, C87 1.556, H106 1.090, H107 1.090
87 C -3.45211 -4.24401 -6.33981  C86 1.556, P88 1.831, H108 1.090, H109 1.090
88 P -2.73352 -4.44568 -4.66754  C87 1.831, C89 1.817, C93 1.841, C97 1.839
89 C -1.78976 -2.97060 -4.18146  P88 1.817, C90 1.544, H110 1.090, H111 1.090
90 C -1.23501 -3.17053 -2.75403  C89 1.544, C91 1.512, H112 1.090, H113 1.090
91 C -0.30875 -2.05354 -2.33072  C90 1.512, C92 1.544, H114 1.090, H115 1.090
92 C 0.98694 -2.17859 -3.16061  C91 1.544, H116 1.090, H117 1.090, H118 1.090
93 C -4.17575 -4.62708 -3.53705  P88 1.841, C94 1.550, H119 1.090, H120 1.090
94 C -3.87128 -5.37785 -2.21520  C93 1.550, C95 1.508, H121 1.090, H122 1.090
95 C -5.02696 -5.98165 -1.45760  C94 1.508, C96 1.542, H123 1.090, H124 1.090
96 C -6.23825 -5.06502 -1.19186  C95 1.542, H125 1.090, H126 1.090, H127 1.090
97 C -1.59726 -5.89096 -4.63070  P88 1.839, C98 1.512, H128 1.090, H129 1.090
98 C -0.42660 -5.74166 -5.57569  C97 1.512, C99 1.512, H130 1.090, H131 1.090
99 C 0.56988 -6.84294 -5.29365  C98 1.512, C100 1.606, H132 1.090, H133 1.090
100 C 0.20334 -8.26845 -5.93639  C99 1.606, H134 1.090, H135 1.090, H136 1.090
101 H -6.42336 -2.75184 -7.39361  C84 1.090
102 H -7.08340 -2.08400 -5.91436  C84 1.090
103 H -6.47760 -3.68262 -5.81598  C84 1.090
104 H -4.82842 -2.12199 -4.93955  C85 1.090
105 H -4.85175 -1.17985 -6.42345  C85 1.090
106 H -2.87116 -2.17052 -6.55105  C86 1.090
107 H -3.94280 -2.68297 -7.78843  C86 1.090
108 H -2.84290 -4.75893 -7.08266  C87 1.090
109 H -4.40037 -4.77568 -6.26088  C87 1.090
110 H -2.49249 -2.14157 -4.26506  C89 1.090
111 H -1.06712 -2.91284 -4.99543  C89 1.090
112 H -0.61058 -4.06367 -2.77635  C90 1.090
113 H -2.02139 -3.16231 -1.99929  C90 1.090
114 H -0.07039 -1.97524 -1.26999  C91 1.090
115 H -0.83613 -1.12473 -2.54821  C91 1.090
116 H 0.77877 -1.79296 -4.15864  C92 1.090
117 H 1.38116 -3.19057 -3.25320  C92 1.090
118 H 1.80099 -1.55176 -2.79662  C92 1.090
119 H -4.82380 -5.33651 -4.05167  C93 1.090
120 H -4.71714 -3.70634 -3.31970  C93 1.090
121 H -3.21172 -4.82972 -1.54242  C94 1.090
122 H -3.26549 -6.25334 -2.44893  C94 1.090
123 H -4.67026 -6.31093 -0.48167  C95 1.090
124 H -5.48443 -6.82834 -1.96940  C95 1.090
125 H -7.02176 -5.50122 -0.57223  C96 1.090
126 H -6.67312 -4.62379 -2.08869  C96 1.090
127 H -5.77816 -4.13295 -0.86374  C96 1.090
128 H -2.22666 -6.77051 -4.76616  C97 1.090
129 H -1.23572 -6.03632 -3.61274  C97 1.090
130 H 0.09970 -4.79186 -5.48085  C98 1.090
131 H -0.78174 -5.72804 -6.60612  C98 1.090
132 H 0.84122 -6.92680 -4.24130  C99 1.090
133 H 1.54128 -6.68798 -5.76319  C99 1.090
134 H -0.73958 -8.68860 -5.58643  C100 1.090
135 H 0.98633 -9.01286 -5.79186  C100 1.090
136 H 0.13894 -8.01745 -6.99514  C100 1.090
137 C -1.03914 7.34066 3.44866  C138 1.560, H154 1.090, H155 1.090, H156 1.090
138 C -0.23140 6.05784 3.07869  C137 1.560, C139 1.628, H157 1.090, H158 1.090
139 C 0.05853 4.94226 4.22778  C138 1.628, C140 1.560, H159 1.090, H160 1.090
140 C 0.78135 3.67915 3.66729  C139 1.560, P141 1.818, H161 1.090, H162 1.090
141 P 1.03402 2.24625 4.75683  C140 1.818, C142 1.869, C146 1.870, C150 1.819
142 C 2.68692 1.37428 4.71438  P141 1.869, C143 1.458, H163 1.090, H164 1.090
143 C 2.74286 0.04406 5.30749  C142 1.458, C144 1.540, H165 1.090, H166 1.090
144 C 4.16574 -0.54542 5.27941  C143 1.540, C145 1.520, H167 1.090, H168 1.090
145 C 5.03423 -0.24069 6.48898  C144 1.520, H169 1.090, H170 1.090, H171 1.090
146 C 0.89760 2.87225 6.51390  P141 1.870, C147 1.590, H172 1.090, H173 1.090
147 C 0.96069 1.76524 7.65303  C146 1.590, C148 1.546, H174 1.090, H175 1.090
148 C 0.47995 2.37015 8.99212  C147 1.546, C149 1.576, H176 1.090, H177 1.090
149 C 0.87258 1.42618 10.19152  C148 1.576, H178 1.090, H179 1.090, H180 1.090
150 C -0.37144 1.09752 4.63428  P141 1.819, C151 1.568, H181 1.090, H182 1.090
151 C -1.81529 1.60427 4.97475  C150 1.568, C152 1.492, H183 1.090, H184 1.090
152 C -2.79968 0.48375 5.02032  C151 1.492, C153 1.513, H185 1.090, H186 1.090
153 C -3.10483 -0.10817 3.66147  C152 1.513, H187 1.090, H188 1.090, H189 1.090
154 H -0.49614 8.25003 3.19119  C137 1.090
155 H -1.36231 7.33072 4.48961  C137 1.090
156 H -1.93169 7.37850 2.82415  C137 1.090
157 H 0.71097 6.17436 2.54346  C138 1.090
158 H -0.81984 5.61704 2.27400  C138 1.090
159 H -0.82579 4.71226 4.82207  C139 1.090
160 H 0.80729 5.39696 4.87639  C139 1.090
161 H 1.80028 3.91789 3.36251  C140 1.090
162 H 0.06313 3.32858 2.92609  C140 1.090
163 H 3.36956 2.01400 5.27373  C142 1.090
164 H 2.92076 1.27370 3.65452  C142 1.090
165 H 2.02906 -0.45125 4.64927  C143 1.090
166 H 2.26845 -0.05568 6.28375  C143 1.090
167 H 4.60114 -0.23497 4.32960  C144 1.090
168 H 4.01301 -1.60419 5.07016  C144 1.090
169 H 5.38717 0.79013 6.45812  C145 1.090
170 H 5.86050 -0.94998 6.53678  C145 1.090
171 H 4.36558 -0.43888 7.32667  C145 1.090
172 H -0.02359 3.45435 6.48838  C146 1.090
173 H 1.67597 3.62547 6.63594  C146 1.090
174 H 1.89579 1.21206 7.74055  C147 1.090
175 H 0.22147 1.05691 7.27896  C147 1.090
176 H -0.60108 2.40338 8.85659  C148 1.090
177 H 0.72692 3.40155 9.24374  C148 1.090
178 H 1.09368 0.40093 9.89474  C149 1.090
179 H 0.10523 1.30017 10.95533  C149 1.090
180 H 1.75411 1.80158 10.71120  C149 1.090
181 H 0.06642 0.34505 5.29015  C150 1.090
182 H -0.26244 0.70275 3.62415  C150 1.090
183 H -2.25936 2.38678 4.35947  C151 1.090
184 H -1.82434 2.00483 5.98845  C151 1.090
185 H -3.72269 0.84180 5.47633  C152 1.090
186 H -2.38067 -0.30099 5.65018  C152 1.090
187 H -2.18017 -0.65105 3.46556  C153 1.090
188 H -3.44728 0.59257 2.90002  C153 1.090
189 H -3.85700 -0.88538 3.79668  C153 1.090
190 N 5.19932 0.58938 -0.64219  S191 1.701, S195 1.514
191 S 6.85898 0.91641 -0.46146  N190 1.701, O192 1.480, O193 1.450, F194 1.607, S195 2.355
192 O 7.54168 1.83192 -1.40312  S191 1.480
193 O 7.67548 -0.03399 0.26896  S191 1.450
194 F 6.63917 1.92803 0.76776  S191 1.607
195 S 5.41788 -0.49263 -1.67905  N190 1.514, S191 2.355, O196 1.419, O197 1.488, F198 1.656
196 O 5.74555 -1.78067 -1.18079  S195 1.419
197 O 5.88333 -0.14431 -3.04850  S195 1.488
198 F 3.80094 -0.67244 -1.98831  S195 1.656

- HOMO-LUMO gap (alpha / beta): 0.0713 / 0.2746 Eh
- ⟨S²⟩: 0.7506
- LUMO level (alpha / beta): -5.5 / -5.5 eV
- Multiplicity: 2
- Highest occupied orbital energy (alpha / beta): -0.2725 / -0.4769 hartree
- Net charge: +3